1.
Entry from the OMol25 dataset: a structure of composition C20H22N2O3Pb (ωB97M-V/def2-TZVPD).

The geometry in XYZ format:
```
48
Properties=species:S:1:pos:R:3:mulliken_charge:R:1
C -2.192 0.740 3.938 -0.5794
C -1.997 -0.754 3.934 -0.4991
H -1.236 1.050 3.518 0.0541
H -2.443 1.333 4.808 0.3171
H -2.854 1.020 3.094 0.2023
H -1.604 -0.921 2.919 -0.0488
H -1.165 -1.141 4.532 0.2124
H -2.919 -1.315 3.824 0.3739
C 0.010 2.372 -2.287 -0.0971
C 0.291 3.198 -3.358 -0.7322
C 0.457 2.669 -4.621 -0.6109
C 0.328 1.295 -4.757 -0.5287
H -0.167 2.732 -1.279 0.4836
H 0.357 4.245 -3.163 0.4413
H 0.688 3.315 -5.460 0.4674
H 0.427 0.859 -5.731 0.3684
N -0.041 1.044 -2.440 -0.1040
C 0.100 0.462 -3.659 0.6748
C -0.020 -1.011 -3.750 0.5429
N -0.252 -1.705 -2.602 -0.1981
C -0.554 -3.018 -2.609 0.0117
C -0.140 -3.122 -4.971 -0.5242
C -0.472 -3.753 -3.782 -0.7467
H -0.862 -3.432 -1.649 0.4709
H -0.678 -4.804 -3.730 0.4383
C 0.068 -1.744 -4.944 -0.5585
H 0.323 -1.233 -5.853 0.4068
H -0.062 -3.699 -5.891 0.4553
Pb -0.807 -0.447 -0.717 1.0371
C -3.180 -0.146 -1.137 -1.0936
H -3.600 -1.137 -1.297 0.4079
H -3.433 0.525 -1.951 0.3572
H -3.383 0.244 -0.128 0.4138
O 2.986 2.477 2.728 -0.4703
C 2.540 1.391 3.383 0.3765
C 2.440 1.386 4.803 -0.4541
C 2.073 0.220 5.480 -0.5176
C 1.725 -0.927 4.754 -0.4401
C 1.720 -0.940 3.355 -0.4226
C 2.080 0.229 2.653 0.3820
C 1.853 0.386 1.158 0.9566
O 2.010 1.531 0.588 -0.7624
O 1.318 -0.640 0.628 -0.7237
H 2.707 2.260 1.731 0.3921
H 2.661 2.322 5.330 0.4753
H 2.033 0.224 6.572 0.4377
H 1.451 -1.832 5.278 0.5113
H 1.413 -1.811 2.756 0.4436
```

For the gap between HOMO and LUMO (alpha / beta), the calculation gives 7.1 / 6.1 eV. The calculation puts the HOMO energy (alpha / beta) at -15.4 / -15.0 eV. The maximum force is 3.14 eV/Å. The value obtained for the LUMO energy (alpha / beta) is -8.27 / -8.93 eV. Its net charge is +2.

---

2.
Entry from the OMol25 dataset: a cluster of 2 separate species, C3H4BClF5 in total (ωB97M-V/def2-TZVPD).

The geometry in XYZ format:
```
14
Properties=species:S:1:pos:R:3:mulliken_charge:R:1
C 2.035 -0.248 -0.320 -1.2172
C 0.823 0.355 0.392 0.3616
F 0.895 1.762 0.215 -0.3284
B -0.559 -0.234 -0.106 0.1900
Cl -0.688 -1.912 -0.352 -0.1344
C -1.884 0.650 -0.413 0.6323
F -2.423 0.339 -1.629 -0.2826
F -1.677 1.996 -0.455 -0.2482
F -2.837 0.441 0.505 -0.2194
H 2.922 0.322 -0.031 0.3413
H 2.165 -1.292 -0.029 0.3513
H 1.903 -0.189 -1.406 0.2777
H 0.907 0.169 1.473 0.2012
F -1.583 -2.159 2.156 -0.9251
```

For the gap between HOMO and LUMO, the calculation gives 7.1 eV. The calculation puts the HOMO energy at -3.9 eV. The maximum force is 0.37 eV/Å. The value obtained for the LUMO energy is 3.28 eV. Its net charge is -1.

---

3.
Entry from the OMol25 dataset: a structure of composition C2H6N4 (ωB97M-V/def2-TZVPD).

The geometry in XYZ format:
```
12
Properties=species:S:1:pos:R:3:mulliken_charge:R:1
C 0.084 0.592 -0.701 0.2727
C -0.364 -0.598 0.734 0.2355
N 0.437 -0.554 -1.221 0.0816
N 0.060 -1.482 -0.204 -0.0627
N -0.389 -0.472 2.010 -0.1899
N 0.171 1.854 -0.838 -0.2597
H 0.739 -0.899 -2.103 0.2787
H -0.218 -2.441 -0.380 0.3283
H -0.785 0.387 2.338 0.3185
H -0.316 -1.353 2.568 0.3352
H -0.372 2.652 -0.757 0.2853
H 0.954 2.315 -1.446 0.3764
```

For the gap between HOMO and LUMO, the calculation gives 10.2 eV. The calculation puts the HOMO energy at -20.4 eV. The maximum force is 5.86 eV/Å. The value obtained for the LUMO energy is -10.15 eV. Its net charge is +2.